25
Properties=species:S:1:pos:R:3:forces:R:3:mulliken_charge:R:1 method="wB97M-V/def2-TZVPD" smiles="CC(=O)ON.CC=C(C)C" e_tot_ev=-13083.5065 de_lowest_kcal_mol=110.1 orbital_gap_ev=8.3699 spin_multiplicity=1
C -1.999205 -0.876678 0.407264 0.11 0.47 0.01 -1.4098
C -0.527850 -1.045204 0.683447 0.50 -1.64 -0.54 1.1315
O -0.086526 -1.581365 1.679899 -0.09 0.75 -0.71 -0.6534
O 0.076298 -1.616406 -0.731930 -0.26 -0.15 0.86 -0.3379
N 1.205239 -2.469570 -0.530723 -0.29 0.27 0.08 -0.5500
H -2.186956 -0.420831 -0.561807 0.02 -0.01 0.01 0.2661
H -2.441607 -1.874563 0.419572 0.13 0.03 0.00 0.3996
H -2.456779 -0.276346 1.193278 0.00 -0.03 -0.02 0.3245
H 1.350718 -2.468565 0.486010 -0.02 -0.02 -0.09 0.2765
H 0.856881 -3.399437 -0.755970 0.03 0.04 0.08 0.2629
C 0.101012 0.765163 -2.184350 -0.10 -0.16 0.01 -1.4775
C 0.766729 0.367243 -0.913860 -0.25 0.70 0.97 -0.2109
C 0.381790 0.770684 0.376122 0.56 0.37 -0.81 1.4879
C -0.639073 1.877301 0.565326 -0.08 -0.21 -0.01 -1.5762
C 1.470637 0.782400 1.432150 -0.14 -0.19 0.00 -1.5708
H -0.982271 0.826674 -2.090667 0.02 0.03 0.02 0.3087
H 0.462299 1.761570 -2.467811 0.00 -0.06 0.04 0.3670
H 0.346456 0.069453 -2.985720 -0.02 0.04 0.03 0.3646
H 1.755632 -0.064636 -1.033306 -0.09 -0.18 0.08 0.4021
H -0.159497 2.859197 0.492782 0.01 -0.05 0.01 0.3981
H -1.086500 1.811035 1.559647 -0.01 0.02 -0.01 0.3583
H -1.447337 1.851905 -0.164684 0.00 -0.01 0.00 0.3237
H 1.038388 0.634221 2.423562 0.02 0.00 0.00 0.3236
H 2.192869 -0.019110 1.272403 -0.02 0.02 -0.02 0.3547
H 2.008654 1.735865 1.429366 -0.06 -0.02 0.00 0.4367